Entry 1:
# C41H92N2O21P5Ti2

A structure of composition C41H92N2O21P5Ti2 (the ωB97M-V functional and the def2-TZVPD basis, OMol25).

Properties
* orbital gap (spin up / spin down): 0.2158 / 0.2943 Ha
* HOMO (spin up / spin down): -8.28 / -10.68 eV
* multiplicity: 7
* charge: +1

Last column: Löwdin spin population.
Positions of all 163 atoms, in Å:
Ti1 -2.476 1.860 -4.128  2.39
Ti2 -3.886 -0.843 -2.644  3.10
P1 4.110 1.403 3.949  0.00
P2 -0.087 -6.906 1.812  0.00
P3 -2.946 5.262 -2.724  0.00
P4 -2.996 -3.037 5.008  0.00
P5 2.995 5.069 -2.476  0.00
O1 4.522 0.569 2.631  0.00
O2 3.171 4.045 -1.282  0.00
O3 -3.130 -1.703 5.622  0.00
O4 -2.796 4.063 -3.585  0.05
O5 -2.011 0.680 -2.150  0.15
O6 -4.475 5.645 -2.492  0.00
O7 4.925 2.648 4.030  0.00
O8 0.859 -7.589 2.877  0.00
O9 4.217 0.366 5.162  0.00
O10 -4.390 -3.869 4.857  0.00
O11 -2.274 6.603 -3.271  0.00
O12 -2.045 -4.000 5.820  0.00
O13 2.540 1.755 3.704  0.00
O14 2.371 4.169 -3.656  0.00
O15 -1.497 -6.859 2.607  0.00
O16 -0.166 -7.469 0.434  0.00
O17 -2.430 -3.089 3.544  0.00
O18 2.161 6.231 -2.156  0.00
O19 0.476 -5.432 1.932  0.00
O20 4.516 5.289 -2.943  0.00
O21 -2.346 5.152 -1.257  0.00
N1 -0.781 -2.660 -3.989  0.01
N2 -0.080 2.231 -5.454  0.02
C1 -1.104 4.426 -1.021  0.00
C2 -6.176 -3.359 6.313  0.00
C3 2.920 4.720 1.079  0.00
C4 -1.868 2.775 -6.699  0.03
C5 -5.654 4.656 -4.426  0.01
C6 3.833 4.604 -0.135  0.00
C7 -0.883 0.271 -1.439  0.01
C8 4.466 1.172 1.315  0.00
C9 -1.106 -4.486 -5.164  0.00
C10 6.280 6.332 -4.131  0.00
C11 3.114 3.420 -4.635  0.00
C12 -1.968 -2.481 -4.676  0.05
C13 -2.745 -7.020 1.886  0.00
C14 1.995 2.743 4.600  0.00
C15 -0.541 1.073 -6.009  0.02
C16 -0.294 -3.908 -4.220  0.00
C17 4.898 6.546 -3.551  0.00
C18 -2.129 6.651 -5.746  0.00
C19 5.438 0.116 5.883  0.00
C20 0.398 0.328 -2.259  0.01
C21 -1.665 1.359 -6.788  0.02
C22 -0.925 4.381 0.477  0.00
C23 -2.540 -0.805 2.655  0.00
C24 -3.803 -7.408 2.884  0.00
C25 0.054 -9.454 4.152  0.00
C26 0.850 -4.495 -0.366  0.00
C27 -5.380 5.870 -3.586  0.00
C28 -1.787 -5.379 5.528  0.00
C29 -2.822 -2.285 2.423  0.00
C30 -1.106 -1.072 -0.762  0.02
C31 6.369 -0.644 4.952  0.00
C32 -0.831 3.287 -5.839  0.00
C33 3.154 1.921 -4.197  0.00
C34 -1.419 6.647 -4.419  0.00
C35 1.336 2.069 5.807  0.00
C36 0.222 -4.378 1.031  0.00
C37 4.282 0.024 0.314  0.00
C38 -0.301 -5.625 5.695  0.00
C39 1.034 -9.001 3.055  0.00
C40 -2.197 -3.619 -5.397  0.01
C41 -5.108 -4.382 5.993  0.00
H1 0.783 -9.506 2.120  0.00
H2 5.371 1.761 1.172  0.00
H3 1.254 2.656 6.722  0.00
H4 -6.601 -3.305 7.319  0.00
H5 0.070 0.193 -5.887  0.00
H6 6.751 0.060 4.209  0.00
H7 0.230 -4.882 5.097  0.00
H8 -2.041 -1.034 -0.194  0.01
H9 1.828 1.140 6.095  0.00
H10 0.357 -8.946 5.071  0.00
H11 -2.503 -0.186 1.757  0.00
H12 -2.400 -5.955 6.229  0.00
H13 -2.306 -2.740 1.576  0.00
H14 5.827 1.028 6.337  0.00
H15 4.723 4.011 0.077  0.00
H16 1.267 0.579 -1.645  0.00
H17 2.650 3.485 -5.619  0.00
H18 -0.991 -9.261 3.940  0.00
H19 -3.003 -6.060 1.436  0.00
H20 -3.843 -2.520 2.113  0.00
H21 5.193 -0.247 -0.216  0.00
H22 -2.645 -7.807 1.140  0.00
H23 -0.349 -1.317 -0.013  0.00
H24 3.992 -0.867 0.867  0.00
H25 -0.373 4.888 -1.690  0.00
H26 2.745 3.398 5.047  0.00
H27 4.252 5.603 -0.275  0.00
H28 -4.093 -6.617 3.578  0.00
H29 -2.933 5.913 -5.780  0.00
H30 -0.683 7.424 -4.211  0.00
H31 -2.558 7.619 -6.002  0.00
H32 4.244 6.670 -4.417  0.00
H33 -3.219 -0.320 3.355  0.00
H34 -0.723 5.424 0.734  0.00
H35 0.363 1.116 -3.012  0.00
H36 0.547 -3.445 1.491  0.00
H37 -1.079 -5.479 -5.583  0.00
H38 -0.465 4.282 -5.657  0.00
H39 -3.458 -8.136 3.629  0.00
H40 6.278 5.683 -5.004  0.00
H41 -0.064 -5.418 6.741  0.00
H42 -2.684 3.349 -7.103  0.00
H43 2.272 1.345 -4.506  0.00
H44 -5.831 -2.336 6.163  0.00
H45 6.909 7.213 -4.244  0.00
H46 3.487 0.381 -0.340  0.00
H47 -2.452 -1.514 -4.616  0.06
H48 0.638 -0.641 -2.705  0.00
H49 -0.872 -4.336 0.942  0.00
H50 0.532 -3.683 -1.019  0.00
H51 3.181 1.774 -3.121  0.00
H52 6.844 5.786 -3.363  0.00
H53 -4.474 -4.472 6.881  0.00
H54 2.041 5.319 0.828  0.00
H55 -0.677 0.958 -0.598  0.00
H56 -1.251 3.415 -1.427  0.00
H57 1.258 3.267 3.998  0.00
H58 3.582 1.806 1.272  0.00
H59 0.083 -6.616 5.479  0.00
H60 -1.570 -0.610 3.119  0.00
H61 -2.213 -5.570 4.544  0.00
H62 -0.769 5.761 -4.383  0.00
H63 -5.132 6.794 -4.115  0.00
H64 -6.487 4.885 -5.096  0.00
H65 4.900 7.411 -2.894  0.00
H66 0.243 -10.484 4.465  0.00
H67 0.316 1.821 5.501  0.00
H68 -5.910 3.740 -3.899  0.01
H69 3.901 1.423 -4.817  0.00
H70 -3.158 -3.875 -5.814  0.00
H71 4.149 3.735 -4.745  0.00
H72 7.247 -1.090 5.424  0.00
H73 3.280 5.245 1.965  0.00
H74 -5.493 -5.381 5.803  0.00
H75 2.073 -9.099 3.357  0.00
H76 5.080 -0.478 6.729  0.00
H77 -4.821 4.445 -5.101  0.00
H78 -1.401 6.348 -6.501  0.00
H79 0.689 -5.485 -0.787  0.00
H80 5.907 -1.447 4.381  0.00
H81 -2.253 0.629 -7.318  0.00
H82 -7.045 -3.491 5.663  0.00
H83 0.668 2.409 -4.794  0.00
H84 2.624 3.743 1.465  0.00
H85 -1.275 -1.899 -1.459  0.01
H86 1.921 -4.297 -0.260  0.00
H87 -4.595 -7.937 2.355  0.00
H88 -0.506 -2.000 -3.287  0.00
H89 -1.812 4.024 0.989  0.00
H90 -6.334 6.171 -3.143  0.00
H91 0.500 -4.308 -3.611  0.00
H92 -0.047 3.790 0.736  0.00


Entry 2:
# C41H93N5O9

A cluster of 6 separate species, C41H93N5O9 in total (the ωB97M-V functional and the def2-TZVPD basis, OMol25).

Properties
* orbital gap: 0.2971 Ha
* HOMO: -7.55 eV

Last column: Mulliken charge in e.
Positions of all 148 atoms, in Å:
O1 -6.917 -2.677 -2.509  -0.29
O2 -4.143 1.818 2.083  -0.32
O3 4.553 -4.788 -2.750  -0.58
O4 -0.646 2.271 -2.735  -0.29
O5 -1.285 1.109 1.027  -0.37
O6 -1.805 -5.284 -2.358  -0.22
O7 7.203 2.543 -0.487  -0.57
O8 -2.094 -1.787 0.771  -0.62
O9 2.402 7.440 -0.568  -0.36
N1 3.742 -4.103 -1.913  1.01
N2 5.974 2.055 -0.091  0.89
N3 -4.286 -3.093 -0.396  -0.20
N4 1.443 4.650 -1.352  -0.25
N5 -5.173 1.565 2.985  0.21
C1 -0.753 3.453 -1.947  -0.76
C2 1.781 -2.613 -1.743  -0.91
C3 2.204 5.007 -0.155  0.29
C4 -6.780 2.561 4.518  -1.31
C5 1.657 -4.859 -3.018  -2.06
C6 -2.869 -4.963 -1.462  -0.72
C7 4.015 0.282 1.143  -0.53
C8 2.837 -2.907 -3.952  -1.64
C9 2.657 8.439 -1.606  -0.71
C10 3.557 -5.983 -0.261  -1.71
C11 3.180 6.191 -0.518  -0.85
C12 2.954 -3.634 0.421  -0.82
C13 5.383 -4.186 0.018  -1.94
C14 -7.920 -1.867 -3.119  -0.82
C15 -2.190 -5.242 -3.721  -0.84
C16 -6.188 3.662 2.414  -1.81
C17 -3.568 0.221 4.561  -1.85
C18 -4.984 -0.955 2.981  -1.83
C19 5.789 3.684 1.705  -1.52
C20 -5.341 -2.093 -0.677  -0.23
C21 2.545 -3.625 -2.550  0.95
C22 -6.032 0.124 4.966  -1.08
C23 0.335 3.789 -0.815  -0.49
C24 4.943 1.911 -2.202  -1.72
C25 5.769 2.144 1.362  1.26
C26 3.861 -4.494 -0.443  1.51
C27 6.530 0.068 -1.407  -1.76
C28 0.453 2.054 -3.651  -0.69
C29 -4.887 0.335 3.816  2.16
C30 -3.911 -3.770 -1.648  -0.55
C31 4.156 0.396 -0.413  0.02
C32 -6.539 1.385 5.528  -0.80
C33 -0.482 0.006 0.482  -0.35
C34 -5.567 2.832 3.550  1.51
C35 1.659 -3.261 -0.307  -0.06
C36 6.829 1.476 2.244  -1.95
C37 -6.765 -2.669 -1.090  -0.82
C38 -1.396 -1.037 -0.214  0.45
C39 4.379 1.638 1.765  -0.90
C40 -4.519 3.541 4.458  -1.58
C41 5.406 1.081 -1.007  1.66
H1 3.028 -6.282 0.644  0.28
H2 0.410 1.175 -4.294  0.32
H3 -6.445 4.628 2.851  0.45
H4 0.987 5.408 -1.839  0.25
H5 3.918 6.363 0.266  0.37
H6 6.126 -4.798 -0.495  0.55
H7 4.357 2.795 -1.952  0.15
H8 -2.059 -0.521 -0.908  0.44
H9 -4.465 -0.878 2.026  -0.08
H10 -1.732 0.806 1.822  0.07
H11 5.605 -3.131 -0.141  0.29
H12 -7.518 -2.035 -0.622  0.55
H13 3.381 -2.708 0.806  -0.13
H14 3.300 0.972 -0.764  -0.05
H15 1.988 -2.321 -4.304  0.34
H16 2.181 -1.600 -1.713  0.12
H17 0.465 2.808 -4.439  0.38
H18 4.317 1.391 -2.927  0.28
H19 4.491 -6.538 -0.335  0.40
H20 -7.667 2.197 3.999  0.41
H21 -6.806 -0.575 4.651  0.46
H22 6.918 0.390 2.227  0.28
H23 7.384 0.601 -1.826  0.35
H24 -5.932 -1.435 2.737  0.36
H25 6.967 3.303 -1.023  0.36
H26 1.274 -5.482 -2.210  0.34
H27 1.128 -2.472 0.226  0.06
H28 0.087 -0.389 1.323  0.31
H29 -7.592 -0.830 -3.179  0.33
H30 3.711 8.695 -1.715  0.29
H31 -5.571 -0.395 5.807  0.31
H32 2.719 4.079 0.093  -0.39
H33 6.112 -0.615 -2.146  0.34
H34 -8.835 -1.716 -2.547  0.33
H35 2.972 -6.446 -1.056  0.37
H36 4.663 -0.574 1.330  0.42
H37 2.227 8.152 -2.565  0.28
H38 -4.941 -1.386 -1.404  0.47
H39 -0.810 4.286 -2.648  0.45
H40 -3.500 -3.174 -2.463  0.30
H41 7.870 1.756 2.083  0.44
H42 -3.457 -5.877 -1.379  0.34
H43 -2.424 -4.246 -4.096  0.28
H44 4.036 -0.613 -0.805  -0.23
H45 1.466 2.126 -3.254  0.12
H46 3.619 2.354 1.454  -0.03
H47 0.796 -2.358 -2.134  0.56
H48 -6.851 -3.651 -0.624  0.32
H49 -8.251 -2.230 -4.092  0.26
H50 2.974 0.136 1.433  0.09
H51 0.756 -4.578 -3.564  0.35
H52 -4.079 2.913 5.232  0.33
H53 -1.735 3.343 -1.487  0.19
H54 -3.460 -0.771 5.000  0.51
H55 -4.823 4.453 4.971  0.37
H56 1.658 5.353 0.723  0.45
H57 6.785 1.754 3.298  0.43
H58 -2.265 -4.664 -0.605  0.27
H59 5.836 2.200 -2.756  0.56
H60 0.258 0.256 -0.279  0.13
H61 -0.858 -1.680 -0.911  -0.22
H62 3.713 -2.287 -3.758  0.28
H63 -4.375 1.395 1.253  0.28
H64 0.931 -4.070 -0.361  0.28
H65 -5.955 1.857 6.318  0.35
H66 -4.750 -3.603 0.342  0.26
H67 -7.455 1.065 6.025  0.42
H68 -7.106 3.489 4.987  0.52
H69 3.305 -3.485 -4.749  0.36
H70 0.686 2.783 -0.584  0.15
H71 5.400 -4.386 -2.544  0.36
H72 4.960 4.204 1.224  0.07
H73 -4.374 -1.833 3.193  0.48
H74 -5.343 -1.435 0.192  -0.05
H75 2.064 9.297 -1.288  0.26
H76 2.315 -5.511 -3.591  0.47
H77 -5.515 3.876 1.584  0.31
H78 -3.650 3.750 3.834  0.35
H79 -2.682 0.243 3.927  0.12
H80 5.312 -4.482 1.064  0.46
H81 -3.080 -5.870 -3.774  0.41
H82 3.709 6.058 -1.462  0.42
H83 6.852 -0.702 -0.707  0.30
H84 4.236 1.607 2.845  0.55
H85 -4.842 -4.180 -2.038  0.41
H86 -7.127 3.245 2.050  0.39
H87 -2.922 -2.099 0.398  0.24
H88 2.606 -4.164 1.307  0.44
H89 -0.164 4.126 0.093  0.51
H90 6.604 4.302 1.327  0.37
H91 -1.420 -5.606 -4.400  0.28
H92 5.593 3.865 2.762  0.41
H93 -3.376 0.986 5.313  0.36


Entry 3:
# C41H98BBr2F4N6O15

A cluster of 9 separate species, C41H98BBr2F4N6O15 in total (the ωB97M-V functional and the def2-TZVPD basis, OMol25).

Properties
* orbital gap: 0.3011 Ha
* HOMO: -5.98 eV
* charge: -1

Last column: Mulliken charge in e.
Positions of all 167 atoms, in Å:
Br1 4.623 3.212 3.286  -0.19
Br2 2.350 1.203 4.807  -0.18
F1 1.649 1.321 -0.025  -0.26
F2 -0.306 2.158 0.901  -0.39
F3 -0.376 0.507 -0.694  -0.13
F4 0.350 0.078 1.446  -0.32
O1 -2.627 5.298 1.476  -0.38
O2 0.106 6.464 -3.289  -0.61
O3 -3.453 1.994 9.202  -0.27
O4 -0.850 -6.846 -3.676  -0.41
O5 -5.035 3.897 -3.552  -0.44
O6 -2.018 -0.248 5.722  -0.50
O7 1.160 5.446 -1.598  -0.41
O8 4.592 -4.781 -1.316  -0.44
O9 -2.541 -2.835 0.444  0.00
O10 0.078 4.213 -3.057  -0.30
O11 0.053 1.786 -5.290  -0.22
O12 0.945 -3.052 2.807  0.02
O13 -3.936 -1.841 -3.392  0.02
O14 5.892 0.108 -0.209  -0.36
O15 8.473 2.415 -3.832  -0.29
N1 2.055 -4.747 0.601  -0.01
N2 -1.999 0.774 -3.641  0.73
N3 8.251 0.011 -1.935  -0.28
N4 -4.714 4.010 0.158  -0.42
N5 -2.355 -3.809 -2.120  0.22
N6 -4.099 -0.497 7.521  -0.45
C1 -1.865 -7.654 -4.207  -0.69
C2 -2.995 2.282 10.508  -0.77
C3 -4.299 3.922 -2.333  0.21
C4 8.063 2.771 -5.131  -0.75
C5 6.872 -0.879 -0.100  -0.12
C6 0.325 2.908 -6.120  -0.84
C7 -2.723 0.112 -2.578  0.83
C8 -3.730 -3.238 -0.206  -0.45
C9 -4.831 0.739 7.753  -0.36
C10 -4.239 -0.913 6.120  -0.92
C11 -4.054 -0.481 -2.983  -1.40
C12 1.270 -5.256 1.727  -0.75
C13 9.386 0.803 -2.357  -0.64
C14 1.554 -2.108 3.649  -0.08
C15 -1.526 0.033 -4.781  -0.38
C16 -3.617 3.182 0.720  0.40
C17 8.204 -0.245 -0.514  -0.80
C18 -1.983 -4.759 -3.142  -0.55
C19 0.587 3.256 -2.112  0.31
C20 1.789 2.529 3.461  0.05
C21 -1.852 5.975 2.418  -0.83
C22 -0.971 0.971 -5.832  -0.95
C23 -3.040 4.003 1.858  -0.50
C24 2.869 2.925 2.437  0.05
C25 -3.306 -0.080 5.187  0.25
C26 -3.321 -4.349 -1.165  -0.94
C27 4.600 -0.300 0.173  -0.37
C28 -4.258 4.274 -4.652  -0.51
C29 -1.225 -5.971 -2.626  -0.39
C30 -2.726 -1.759 1.314  -0.93
C31 5.660 -4.249 -2.058  -0.76
C32 0.415 5.467 -2.710  0.50
C33 -5.196 3.555 -1.143  -0.86
C34 -1.007 0.417 4.999  -0.42
C35 -4.930 -2.283 -4.275  -1.10
C36 4.285 -3.908 -0.242  -0.25
C37 3.479 -4.576 0.869  -0.46
C38 1.566 4.116 -1.304  0.43
C39 1.386 -4.400 2.980  -0.89
C40 -4.646 1.193 9.200  -0.77
C41 9.247 1.242 -3.799  -0.66
B1 0.334 1.006 0.406  0.24
H1 3.439 -3.837 1.675  0.23
H2 -1.756 1.594 -6.276  0.38
H3 -3.895 5.303 -4.526  0.35
H4 -2.736 -2.940 -2.499  0.30
H5 -2.871 2.927 -0.041  -0.45
H6 -5.427 1.847 9.594  0.42
H7 -3.554 0.987 5.218  0.19
H8 -1.747 -1.389 1.624  0.15
H9 6.663 -1.786 -0.679  -0.11
H10 -2.908 -5.208 -3.560  0.22
H11 3.900 0.535 0.152  -0.02
H12 -5.530 2.517 -1.118  0.31
H13 -0.043 0.014 5.283  0.17
H14 -0.743 -0.692 -4.517  0.28
H15 -1.466 -4.301 -3.983  0.32
H16 -4.214 4.891 0.042  0.35
H17 -3.218 -0.878 0.878  0.27
H18 -4.197 -2.396 -0.727  0.08
H19 9.601 1.640 -1.678  0.35
H20 -2.940 -5.159 -0.542  0.35
H21 1.114 2.418 -2.558  0.30
H22 -1.728 -6.567 -1.854  0.42
H23 7.458 3.673 -5.094  0.25
H24 -4.597 0.150 -3.694  0.51
H25 -5.925 -2.204 -3.822  0.37
H26 -4.107 2.290 1.117  0.25
H27 -0.449 3.660 -5.959  0.28
H28 1.179 -1.146 3.289  -0.43
H29 -1.674 1.713 -3.514  -0.19
H30 -0.186 2.858 -1.458  -0.37
H31 0.338 2.528 -7.149  0.42
H32 -3.373 -0.474 4.167  0.01
H33 -4.147 -4.751 -1.775  0.40
H34 -4.477 0.282 9.779  0.39
H35 -2.944 0.863 -1.822  -0.55
H36 2.633 3.845 1.913  0.33
H37 -2.188 3.457 2.281  0.29
H38 -1.913 2.390 10.488  0.25
H39 -2.375 -0.556 -5.143  0.17
H40 7.376 0.424 -2.235  0.25
H41 -4.857 -1.727 -5.215  0.34
H42 10.342 0.262 -2.322  0.32
H43 -5.903 0.564 7.596  0.43
H44 -0.532 0.380 -6.645  0.39
H45 8.297 0.668 0.090  0.38
H46 -4.625 -0.511 -2.043  0.40
H47 -4.941 4.266 -5.504  0.29
H48 -4.654 1.550 7.037  0.24
H49 4.188 -0.976 -0.584  0.19
H50 -3.792 4.093 2.651  0.47
H51 1.490 3.948 -0.234  -0.30
H52 0.240 -5.232 1.369  0.23
H53 -1.424 -8.386 -4.887  0.26
H54 -3.824 4.892 -2.153  0.45
H55 8.995 -0.946 -0.231  0.38
H56 0.854 -4.830 3.833  0.41
H57 5.563 -3.186 -2.314  0.28
H58 8.920 2.964 -5.786  0.29
H59 -2.307 -8.242 -3.393  0.30
H60 -1.071 1.504 4.919  0.33
H61 0.972 2.100 2.885  -0.35
H62 -4.477 -3.582 0.520  0.45
H63 -3.104 -0.285 7.585  0.32
H64 5.186 -3.520 0.245  0.22
H65 -3.294 -2.078 2.200  0.38
H66 10.232 1.371 -4.272  0.50
H67 -3.401 3.646 -4.924  0.01
H68 -2.576 -7.075 -4.803  0.26
H69 -2.077 5.676 3.449  0.37
H70 2.586 3.954 -1.657  0.24
H71 -5.286 -0.830 5.826  0.36
H72 8.772 0.441 -4.383  0.34
H73 1.307 -2.291 4.698  0.31
H74 -6.119 4.126 -1.297  0.35
H75 5.864 -4.778 -2.987  0.34
H76 -2.134 -0.731 -2.199  -0.04
H77 3.722 -3.039 -0.589  0.17
H78 -1.050 0.054 3.958  0.14
H79 -3.885 -1.920 5.889  0.38
H80 -3.561 3.117 10.929  0.27
H81 -0.781 5.779 2.297  0.23
H82 -4.847 -3.334 -4.558  0.23
H83 2.866 2.087 1.742  -0.25
H84 -2.006 7.051 2.364  0.28
H85 -3.182 1.435 11.182  0.31
H86 1.324 3.290 -5.922  0.20
H87 -3.515 3.178 -2.522  -0.18
H88 2.612 -1.941 3.398  0.33
H89 7.489 1.973 -5.615  0.32
H90 6.552 -4.275 -1.414  0.30
H91 1.490 3.415 4.015  0.53
H92 2.424 -4.296 3.315  0.53
H93 2.011 -5.384 -0.190  0.16
H94 7.023 -1.193 0.943  0.44
H95 1.517 -6.286 2.012  0.38
H96 -0.305 -5.682 -2.110  0.13
H97 3.946 -5.514 1.202  0.25
H98 4.556 -0.747 1.170  0.33